Version P
Entry from the OMol25 dataset: one molecule with the formula C20H21FN2O4S (ωB97M-V/def2-TZVPD).

Structure (XYZ):
```
49
C20H21FN2O4S (ωB97M-V/def2-TZVPD)
C -4.893 -2.140 -0.450
C -3.779 -1.115 -0.617
C -3.158 -0.756 0.732
N -2.043 0.153 0.575
C -2.258 1.446 0.104
C -3.466 2.130 0.243
C -3.614 3.422 -0.229
C -2.562 4.075 -0.846
C -1.355 3.416 -1.007
C -1.225 2.123 -0.547
F -0.055 1.480 -0.775
H -0.516 3.885 -1.496
H -2.678 5.086 -1.204
H -4.561 3.924 -0.103
H -4.296 1.652 0.735
S -0.706 -0.074 1.591
O -0.292 1.211 2.069
O -1.076 -1.063 2.559
C 0.635 -0.766 0.619
C 1.858 -0.143 0.678
C 2.957 -0.689 0.015
C 2.781 -1.879 -0.692
C 1.552 -2.506 -0.743
C 0.452 -1.957 -0.083
O -0.792 -2.480 -0.073
C -1.005 -3.734 -0.688
H -2.050 -3.976 -0.505
H -0.827 -3.686 -1.767
H -0.371 -4.508 -0.246
H 1.457 -3.425 -1.299
H 3.625 -2.311 -1.207
C 4.252 -0.043 0.059
C 4.685 1.115 0.655
C 6.060 1.184 0.320
N 6.397 0.152 -0.410
O 5.294 -0.613 -0.579
C 7.037 2.233 0.700
H 6.711 3.201 0.323
H 7.112 2.298 1.784
H 8.011 1.992 0.284
H 4.122 1.811 1.239
H 1.928 0.773 1.241
H -2.744 -1.644 1.207
H -3.918 -0.343 1.407
H -4.175 -0.213 -1.089
H -2.996 -1.511 -1.265
H -5.692 -1.738 0.169
H -5.311 -2.410 -1.416
H -4.515 -3.041 0.029
```

Its structure (SMILES) is CCCN(c1ccccc1F)S(=O)(=O)c1cc(-c2cc(C)no2)ccc1OC. Its multiplicity is 1. As for the molar mass: 404.5 g mol⁻¹. As for the HOMO-LUMO gap: 8.91 eV.

Version Q
Entry from the OMol25 dataset: one molecule with the formula C20H21FN2O4S (ωB97M-V/def2-TZVPD).

Structure (XYZ):
```
49
C20H21FN2O4S (ωB97M-V/def2-TZVPD)
C -0.115 -1.141 2.192
C 1.175 -1.947 2.128
C 1.565 -2.307 0.694
N 1.813 -1.148 -0.140
C 3.092 -0.557 -0.116
C 4.096 -0.981 -0.978
C 5.340 -0.375 -0.969
C 5.605 0.660 -0.088
C 4.622 1.098 0.781
C 3.380 0.492 0.753
F 2.427 0.950 1.595
H 4.799 1.907 1.473
H 6.576 1.132 -0.079
H 6.104 -0.711 -1.652
H 3.874 -1.780 -1.668
S 0.911 -0.948 -1.532
O 1.739 -0.422 -2.573
O 0.192 -2.166 -1.788
C -0.295 0.278 -1.028
C -1.605 -0.107 -0.884
C -2.566 0.812 -0.458
C -2.158 2.118 -0.187
C -0.841 2.505 -0.337
C 0.121 1.585 -0.762
O 1.429 1.844 -0.932
C 1.900 3.158 -0.722
H 1.775 3.461 0.322
H 2.960 3.126 -0.967
H 1.397 3.873 -1.379
H -0.565 3.523 -0.117
H -2.892 2.836 0.147
C -3.951 0.423 -0.301
C -4.605 -0.767 -0.510
C -5.953 -0.484 -0.177
N -6.072 0.764 0.195
O -4.848 1.336 0.123
C -7.112 -1.409 -0.218
H -6.938 -2.257 0.442
H -8.008 -0.883 0.097
H -7.250 -1.788 -1.229
H -4.200 -1.696 -0.848
H -1.856 -1.129 -1.114
H 0.751 -2.849 0.209
H 2.455 -2.950 0.702
H 1.057 -2.881 2.683
H 1.982 -1.381 2.596
H 0.012 -0.186 1.691
H -0.926 -1.679 1.706
H -0.392 -0.952 3.226
```

Its structure (SMILES) is CCCN(c1ccccc1F)S(=O)(=O)c1cc(-c2cc(C)no2)ccc1OC. Its multiplicity is 1. As for the molar mass: 404.5 g mol⁻¹. As for the HOMO-LUMO gap: 8.83 eV.

Top of the stability list: version Q, leading by 0.117 eV.

Version P
Entry from the OMol25 dataset: one molecule with the formula C2H3NOS (ωB97M-V/def2-TZVPD).

Structure (XYZ):
```
8
C2H3NOS (ωB97M-V/def2-TZVPD)
C 1.211 0.211 0.040
C -1.019 -0.631 0.017
H 1.677 1.279 -0.096
H -0.476 1.419 0.102
H -0.582 -1.674 -0.018
N -0.162 0.435 -0.034
O 1.921 -0.802 -0.009
S -2.568 -0.236 -0.003
```

Its structure (SMILES) is O=CNC=S. Its multiplicity is 1. As for the molar mass: 89.1 g mol⁻¹. As for the HOMO-LUMO gap: 8.71 eV.

Version Q
Entry from the OMol25 dataset: a 2-piece molecular cluster, C2H3NOS overall (ωB97M-V/def2-TZVPD).

Structure (XYZ):
```
8
C2H3NOS (ωB97M-V/def2-TZVPD)
C 3.312 0.757 0.208
C -0.122 -0.633 -0.476
N 0.738 -0.099 0.255
O 3.075 1.834 0.588
S 3.707 -0.637 -0.264
H -1.292 -0.760 -0.409
H 0.345 -0.950 -1.477
H 0.599 0.268 1.248
```

Its structure (SMILES) is O=C=S.C=N. Its multiplicity is 1. As for the molar mass: 89.1 g mol⁻¹. As for the HOMO-LUMO gap: 10.26 eV.

Top of the stability list: version P, leading by 0.296 eV.

Version P
Entry from the OMol25 dataset: one molecule with the formula C2H3NOS (ωB97M-V/def2-TZVPD).

Structure (XYZ):
```
8
C2H3NOS (ωB97M-V/def2-TZVPD)
C 1.179 0.294 -0.048
C -1.256 0.074 -0.016
H 0.933 1.395 -0.099
H 0.054 -1.446 0.051
H -1.308 1.168 0.185
N 0.029 -0.440 -0.036
O -2.264 -0.614 -0.027
S 2.633 -0.430 -0.009
```

Its structure (SMILES) is O=CNC=S. Its multiplicity is 1. As for the molar mass: 89.1 g mol⁻¹. As for the HOMO-LUMO gap: 8.93 eV.

Version Q
Entry from the OMol25 dataset: one molecule with the formula C2H3NOS (ωB97M-V/def2-TZVPD).

Structure (XYZ):
```
8
C2H3NOS (ωB97M-V/def2-TZVPD)
C -1.227 0.105 -1.342
C 0.216 -0.106 1.413
H -1.553 0.171 -2.245
H -2.090 -0.027 -0.492
H 0.667 -0.070 2.361
N 0.039 0.423 -1.307
O -0.889 -0.819 1.310
S 0.993 0.220 -0.087
```

Its structure (SMILES) is C=NSC=O. Its multiplicity is 1. As for the molar mass: 89.1 g mol⁻¹. As for the HOMO-LUMO gap: 8.92 eV.

Top of the stability list: version P, leading by 3.067 eV.

Version P
Entry from the OMol25 dataset: one molecule with the formula C2H3NOS (ωB97M-V/def2-TZVPD).

Structure (XYZ):
```
8
C2H3NOS (ωB97M-V/def2-TZVPD)
C 1.070 -0.378 -0.465
C -0.992 0.593 0.459
H 1.594 -1.273 -0.755
H -0.660 -1.258 0.604
H -0.575 1.542 0.156
N 0.031 -0.461 0.488
O -2.092 0.283 0.778
S 1.625 0.951 -1.264
```

Its structure (SMILES) is O=CNC=S. Its multiplicity is 1. As for the molar mass: 89.1 g mol⁻¹. As for the HOMO-LUMO gap: 8.77 eV.

Version Q
Entry from the OMol25 dataset: a 2-piece molecular cluster, C2H3NOS overall (ωB97M-V/def2-TZVPD).

Structure (XYZ):
```
8
C2H3NOS (ωB97M-V/def2-TZVPD)
C 1.632 0.351 0.542
C -0.983 -0.519 -0.251
N 0.624 0.798 0.057
O 2.240 -0.398 1.177
S -1.732 -0.215 -1.705
H -0.833 -1.551 -0.039
H -1.386 -0.098 0.704
H 0.437 1.632 -0.486
```

Its structure (SMILES) is N=C=O.C=S. Its multiplicity is 1. As for the molar mass: 89.1 g mol⁻¹. As for the HOMO-LUMO gap: 7.65 eV.

Top of the stability list: version P, leading by 1.519 eV.

Version P
Entry from the OMol25 dataset: an isolated ion of composition C3H3N2O and charge +1 (ωB97M-V/def2-TZVPD).

Structure (XYZ):
```
9
C3H3N2O (ωB97M-V/def2-TZVPD)
C 1.070 0.251 -1.513
C 0.258 -1.354 0.051
C -0.304 0.808 0.494
N 1.220 -1.674 -0.535
N -0.608 -0.527 0.528
O 0.425 0.992 -0.913
H -1.094 1.518 0.306
H 0.544 0.991 1.065
H -1.509 -1.005 0.517
```

Its total charge is +1. Its multiplicity is 1. As for the molar mass: 83.1 g mol⁻¹. As for the HOMO-LUMO gap: 10.67 eV.

Version Q
Entry from the OMol25 dataset: an isolated ion of composition C3H3N2O and charge +1 (ωB97M-V/def2-TZVPD).

Structure (XYZ):
```
9
C3H3N2O (ωB97M-V/def2-TZVPD)
C -0.547 1.025 -1.127
C 0.042 0.053 -0.118
C -0.414 -0.840 0.967
N 1.222 0.471 -0.350
N -0.499 1.825 -1.916
O 1.927 0.892 -1.160
H -1.564 -0.719 1.267
H 0.181 -0.866 1.894
H -0.348 -1.841 0.544
```

Its structure (SMILES) is CC(C#N)=[N+]=O. Its total charge is +1. Its multiplicity is 1. As for the molar mass: 83.1 g mol⁻¹. As for the HOMO-LUMO gap (alpha / beta): 8.00 / 8.00 eV.

Top of the stability list: version P, leading by 1.943 eV.

Version P
Entry from the OMol25 dataset: a 2-piece molecular cluster, C2H5NSi overall (ωB97M-V/def2-TZVPD).

Structure (XYZ):
```
9
C2H5NSi (ωB97M-V/def2-TZVPD)
C 2.469 -0.476 0.011
C 1.607 0.338 0.089
N -0.489 1.269 0.167
Si -1.474 -0.163 0.023
H 3.319 -1.153 0.237
H -0.317 1.612 -0.770
H -1.234 -0.555 1.383
H -1.245 -1.556 -0.730
H -2.636 0.684 -0.411
```

Its multiplicity is 1. As for the molar mass: 71.2 g mol⁻¹. As for the HOMO-LUMO gap (alpha / beta): 8.66 / 8.68 eV.

Version Q
Entry from the OMol25 dataset: a 2-piece molecular cluster, C2H5NSi overall (ωB97M-V/def2-TZVPD).

Structure (XYZ):
```
9
C2H5NSi (ωB97M-V/def2-TZVPD)
C -0.760 0.076 0.163
C 0.046 -1.105 -0.023
N -1.953 0.273 -0.160
Si 1.097 0.382 0.021
H 0.250 -1.426 1.041
H -0.234 -2.033 -0.620
H -2.205 1.194 -0.207
H 1.747 2.115 -1.414
H 2.012 0.525 1.198
```

Its multiplicity is 1. As for the molar mass: 71.2 g mol⁻¹. As for the HOMO-LUMO gap: 7.97 eV.

Top of the stability list: version Q, leading by 1.639 eV.